# 1
6 unconnected molecules or ions with the total composition C51H60BN3O11S4, computed with ωB97M-V/def2-TZVPD.

```
130
Properties=species:S:1:pos:R:3
C -3.57 1.02 0.19
C -4.89 0.72 1.00
C -5.11 -0.79 1.35
C -5.15 -1.76 0.13
N -3.81 -2.05 -0.47
C -3.16 -3.22 0.15
C -2.25 -2.84 1.37
C -0.99 -1.99 0.95
C 0.09 -2.14 2.11
B -0.25 -1.24 3.38
C 0.78 -0.13 3.96
C 1.18 0.94 2.86
C 0.24 2.18 2.82
S 0.11 2.96 1.14
C 1.74 3.78 0.90
S 2.38 4.59 2.19
N 2.31 3.59 -0.38
C 2.99 2.31 -0.54
C 4.33 2.16 0.34
C 2.98 4.77 -0.94
C 4.11 4.49 -2.01
O -1.51 -1.37 4.14
C -2.25 -0.26 3.93
N -2.89 0.70 4.02
C -4.12 -2.35 -1.87
S -4.64 -3.85 -2.39
S -3.97 -1.05 -3.15
C -2.16 -0.69 -3.32
C -2.05 0.87 -3.60
C -2.32 1.15 -5.12
H -2.84 0.18 0.25
H -3.79 1.24 -0.88
H -3.07 1.92 0.64
H -4.77 1.25 1.98
H -5.79 1.20 0.53
H -6.12 -0.86 1.84
H -4.37 -1.06 2.14
H -5.65 -2.72 0.44
H -5.80 -1.34 -0.68
H -3.91 -4.01 0.41
H -2.48 -3.68 -0.61
H -1.85 -3.82 1.77
H -2.79 -2.37 2.22
H -0.57 -2.31 -0.04
H -1.28 -0.91 0.95
H 1.12 -1.90 1.73
H 0.13 -3.22 2.42
H 1.69 -0.71 4.25
H 0.38 0.34 4.90
H 2.22 1.29 3.13
H 1.28 0.39 1.90
H -0.82 1.96 3.13
H 0.62 2.91 3.58
H 2.30 1.53 -0.10
H 3.14 1.98 -1.59
H 5.00 1.44 -0.18
H 4.79 3.14 0.57
H 4.03 1.68 1.31
H 2.20 5.38 -1.47
H 3.43 5.47 -0.19
H 3.89 3.67 -2.72
H 5.05 4.27 -1.43
H 4.33 5.46 -2.54
H -1.69 -0.94 -2.34
H -1.74 -1.29 -4.18
H -1.07 1.24 -3.23
H -2.92 1.31 -3.04
H -3.35 0.81 -5.42
H -1.53 0.61 -5.70
H -2.26 2.25 -5.28
C -0.03 -2.78 -9.29
C -0.29 -2.85 -7.99
C 0.03 -1.73 -7.07
O -0.20 -1.80 -5.88
C 0.65 -0.53 -7.67
C 0.91 -0.45 -8.97
C 0.59 -1.57 -9.88
O 0.82 -1.50 -11.07
H -0.26 -3.58 -9.97
H -0.74 -3.73 -7.54
H 0.88 0.28 -6.98
H 1.36 0.43 -9.42
C -7.76 5.06 4.36
C -7.96 3.89 3.75
C -6.82 3.02 3.37
O -7.00 1.96 2.80
C -5.46 3.50 3.70
C -5.26 4.67 4.31
C -6.40 5.53 4.69
O -6.22 6.60 5.26
H -8.58 5.70 4.65
H -8.95 3.53 3.50
H -4.64 2.86 3.41
H -4.27 5.03 4.56
C 0.09 -6.85 2.66
C -0.05 -8.15 2.38
C 0.94 -8.87 1.54
O 0.81 -10.05 1.29
C 2.09 -8.09 1.02
C 2.23 -6.79 1.30
C 1.24 -6.08 2.14
O 1.37 -4.90 2.39
H -0.62 -6.31 3.27
H -0.88 -8.73 2.75
H 2.80 -8.63 0.41
H 3.06 -6.21 0.93
C 6.44 2.77 -4.79
C 5.22 2.27 -4.99
C 4.35 2.77 -6.08
O 3.24 2.31 -6.26
C 4.88 3.85 -6.94
C 6.10 4.35 -6.75
C 6.97 3.85 -5.66
O 8.08 4.30 -5.48
H 7.09 2.42 -4.00
H 4.81 1.48 -4.37
H 4.24 4.20 -7.73
H 6.51 5.14 -7.37
C 5.58 -1.32 8.07
C 5.48 -1.18 6.74
C 4.17 -1.01 6.09
O 4.08 -0.89 4.88
C 2.96 -1.00 6.95
C 3.06 -1.14 8.27
C 4.38 -1.30 8.93
O 4.47 -1.43 10.14
H 6.53 -1.44 8.56
H 6.35 -1.18 6.10
H 2.01 -0.87 6.46
H 2.20 -1.13 8.92
```

HOMO-LUMO gap (eV): 6.14
LUMO energy (eV): -1.88
HOMO level (eV): -8.02

# 2
6 unconnected molecules or ions with the total composition C6H24N12O6, computed with ωB97M-V/def2-TZVPD.

```
48
Properties=species:S:1:pos:R:3
N 1.04 -0.07 -2.06
C 0.16 -0.81 -1.32
N 0.60 -0.98 -0.05
O -0.90 -1.22 -1.80
H 1.93 0.23 -1.71
H 0.90 -0.23 -3.05
H -0.03 -1.34 0.65
H 1.57 -1.04 0.20
N -3.72 -2.21 -3.05
C -4.54 -3.24 -3.28
N -5.86 -3.04 -2.91
O -4.18 -4.39 -3.53
H -4.08 -1.29 -2.78
H -2.74 -2.42 -3.17
H -6.40 -3.87 -3.04
H -6.32 -2.19 -2.66
N -2.53 1.15 -1.49
C -3.77 1.28 -1.99
N -4.45 2.33 -1.43
O -4.22 0.43 -2.77
H -2.04 0.30 -1.77
H -2.15 1.75 -0.78
H -3.93 3.04 -0.96
H -5.34 2.60 -1.83
N 2.86 2.79 -1.04
C 3.56 2.03 -0.13
N 4.71 2.61 0.25
O 3.08 0.97 0.27
H 3.02 3.69 -1.45
H 1.98 2.33 -1.25
H 5.04 3.25 -0.45
H 5.42 2.08 0.76
N 5.76 0.93 4.10
C 5.54 0.64 2.81
N 4.38 -0.02 2.56
O 6.28 0.99 1.87
H 5.26 0.47 4.83
H 6.66 1.33 4.31
H 4.04 -0.12 1.61
H 3.74 -0.28 3.29
N -1.45 -1.85 3.86
C -0.77 -0.86 3.21
N -1.42 -0.48 2.05
O 0.29 -0.39 3.57
H -2.34 -2.07 3.46
H -1.23 -2.17 4.78
H -2.24 -0.98 1.76
H -1.19 0.33 1.52
```

HOMO-LUMO gap (eV): 8.90
LUMO energy (eV): 0.21
HOMO level (eV): -8.69